{"formula": "C4H11NO2S", "method": "ωB97M-V with the def2-TZVPD basis set", "charge": 0, "smiles": "CC(=O)NCCS.O", "lumo_ev": 0.20, "de_lowest_kcal_mol": 26.9, "spin_multiplicity": 1, "fmax_ev_per_a": 2.832, "elements": ["O", "C", "N", "C", "C", "S", "C", "H", "H", "H", "H", "H", "H", "H", "H", "H", "H", "H", "O"], "positions_angstrom": [[1.81047, -0.32878, -2.04560], [1.17838, 0.42887, -1.34891], [0.16103, -0.05787, -0.54317], [-0.21032, -1.45954, -0.52023], [0.31615, -2.15554, 0.78906], [-1.12396, -3.09812, 1.53260], [1.15304, 1.93614, -1.40943], [-0.15921, 0.49395, 0.24187], [-1.28209, -1.63327, -0.51281], [0.35580, -1.97321, -1.29634], [0.62538, -1.58152, 1.68184], [1.17855, -2.81175, 0.73104], [-1.16271, -2.35996, 2.61102], [1.59027, 2.43171, -0.53469], [1.71099, 2.43690, -2.21774], [0.19143, 2.40943, -1.62781], [-2.19630, 1.63599, 1.36992], [-1.70873, 3.10689, 1.73176], [-2.42818, 2.57968, 1.36762]], "forces_ev_per_a": [[0.640, 0.324, -0.176], [-1.765, -0.223, -0.252], [-0.123, -0.062, 0.093], [2.200, -0.361, 1.747], [-1.003, -0.403, 1.403], [0.644, -0.538, -0.684], [0.973, 1.977, -0.589], [0.022, 0.138, -0.420], [0.010, 0.323, -0.540], [-0.612, 0.284, -0.492], [-0.323, 0.768, -0.937], [-0.146, -0.342, -0.848], [-0.213, 0.354, 0.765], [-0.326, -0.369, 0.250], [0.462, -1.125, 0.004], [-0.420, -0.739, 0.666], [0.127, 0.711, 0.198], [0.053, -0.443, 0.005], [-0.199, -0.276, -0.193]]}